## a
4 unconnected molecules or ions with the total composition C12H24O12. Source: the OMol25 dataset; level of theory: ωB97M-V/def2-TZVPD.

Each line ends with the Mulliken charge.
Cartesian coordinates (Å):
C (14.3684, 30.5733, 25.7471)  -0.640
O (14.7676, 29.4609, 26.4584)  -0.292
C (14.4099, 29.2020, 27.8391)  0.693
O (13.6432, 30.0148, 28.3728)  -0.581
O (15.2865, 28.3676, 28.5233)  -0.022
C (15.1933, 28.2592, 29.8353)  -0.492
H (14.6699, 31.6242, 26.2274)  0.152
H (13.2445, 30.7217, 25.6888)  0.308
H (14.8491, 30.6396, 24.7707)  0.331
H (15.7393, 27.3159, 30.2422)  0.239
H (14.1605, 28.4195, 30.2890)  0.350
H (15.7747, 28.8153, 30.1563)  0.050
C (18.6773, 27.9763, 29.3883)  -0.527
O (19.1701, 26.8556, 28.5487)  -0.362
C (18.2692, 25.8587, 28.4930)  0.736
O (17.1385, 25.9388, 28.9179)  -0.536
O (18.7249, 24.7396, 27.8446)  -0.361
C (17.7548, 23.7549, 27.5373)  -0.621
H (19.5175, 28.5166, 29.5332)  0.471
H (18.4735, 27.7516, 30.5715)  0.241
H (17.9175, 28.6298, 29.0544)  0.118
H (18.3978, 22.8597, 27.3926)  0.252
H (17.1606, 24.0099, 26.6548)  0.268
H (17.1222, 23.4976, 28.4311)  0.280
C (19.1614, 30.7875, 31.6321)  -0.916
O (17.8646, 30.7391, 31.0439)  -0.300
C (17.3461, 31.7820, 30.5129)  0.911
O (17.8678, 32.8607, 30.5710)  -0.618
O (16.1200, 31.5695, 29.8780)  -0.244
C (15.6278, 32.5839, 28.9751)  -0.757
H (18.8749, 31.4061, 32.4852)  0.398
H (20.0872, 31.1151, 31.0762)  0.249
H (19.2570, 29.8745, 31.9390)  0.385
H (15.9121, 33.5946, 29.3508)  0.386
H (14.5531, 32.6277, 28.7617)  0.299
H (16.1024, 32.3748, 28.1071)  0.169
C (18.1605, 29.7243, 25.6700)  -0.114
O (19.2160, 30.5945, 25.6509)  -0.348
C (19.3627, 31.4453, 26.5819)  0.824
O (18.5447, 31.5649, 27.4954)  -0.503
O (20.3841, 32.3654, 26.5591)  -0.422
C (20.6374, 33.2550, 27.6461)  -0.625
H (18.1438, 29.1025, 26.6380)  0.044
H (18.2284, 29.0976, 24.7546)  0.299
H (17.1882, 30.1167, 25.6131)  -0.013
H (20.9228, 34.0917, 27.1683)  0.331
H (21.4278, 32.8120, 28.2386)  0.270
H (19.7846, 33.6225, 28.3025)  0.239

Its SMILES is COC(=O)OC.COC(=O)OC.COC(=O)OC.COC(=O)OC. The value obtained for the HOMO energy is -10.49 eV. Its total charge is 0. For the HOMO-LUMO gap, the calculation gives 0.407 Ha. The LUMO energy comes out at 0.0220 Eh.

---

## b
4 unconnected molecules or ions with the total composition C12H24O12. Source: the OMol25 dataset; level of theory: ωB97M-V/def2-TZVPD.

Each line ends with the Mulliken charge.
Cartesian coordinates (Å):
C (-3.7507, 2.6508, -0.2921)  -0.694
O (-2.6517, 2.1648, -0.9941)  -0.286
C (-1.5437, 2.9018, -0.9111)  0.782
O (-1.3187, 3.8778, -0.2011)  -0.569
O (-0.5937, 2.3358, -1.7301)  -0.319
C (0.6053, 2.9728, -1.6871)  -0.445
H (-4.2077, 3.5508, -0.5981)  0.341
H (-3.5807, 2.9528, 0.8439)  0.260
H (-4.5327, 1.8388, -0.3611)  0.252
H (0.6803, 3.9308, -2.1361)  0.436
H (1.2853, 2.2148, -2.1861)  0.182
H (0.9443, 3.2168, -0.6121)  0.099
C (-0.2727, -0.6652, -0.3051)  -0.460
O (1.0023, -0.5182, -0.8121)  -0.289
C (2.0913, -1.0632, -0.3061)  0.896
O (2.0593, -1.6492, 0.7689)  -0.621
O (3.2443, -0.7252, -0.9161)  -0.328
C (4.5163, -0.9522, -0.4321)  -0.667
H (-0.6027, -1.7612, -0.3751)  0.181
H (-0.8287, 0.1228, -0.4761)  0.178
H (-0.1247, -0.7112, 0.8279)  0.274
H (4.9033, -0.2112, 0.4779)  0.170
H (5.1413, -1.0482, -1.1441)  0.425
H (4.6733, -1.9932, 0.1849)  0.244
C (-5.9257, -5.0432, -1.7991)  -0.538
O (-5.1957, -5.4292, -0.5691)  -0.316
C (-3.7667, -5.1222, -0.5331)  0.735
O (-3.0917, -4.8512, -1.4911)  -0.520
O (-3.3027, -5.2132, 0.7339)  -0.265
C (-1.9707, -4.8552, 0.9359)  -0.823
H (-5.8277, -3.7582, -1.7341)  0.217
H (-6.8887, -5.4202, -1.7311)  0.242
H (-5.4477, -5.4332, -2.6561)  0.282
H (-1.9207, -3.7962, 1.0569)  0.303
H (-1.3217, -4.9502, 0.1939)  0.452
H (-1.8577, -5.2402, 2.0289)  0.238
C (5.0733, 4.2478, 0.6029)  -0.932
O (3.7043, 3.7428, 0.5549)  -0.253
C (3.2763, 2.9518, 1.5799)  0.765
O (4.0193, 2.3498, 2.3639)  -0.593
O (1.9493, 2.8158, 1.5569)  -0.203
C (1.3203, 1.8968, 2.4059)  -0.617
H (5.6653, 4.3448, -0.3791)  0.314
H (5.6423, 3.3638, 0.7619)  0.308
H (5.2583, 4.7008, 1.4789)  0.455
H (1.9163, 0.9488, 2.5559)  0.337
H (0.2283, 1.8118, 1.9869)  0.080
H (1.3263, 2.5058, 3.4669)  0.286

Its SMILES is COC(=O)OC.COC(=O)OC.COC(=O)OC.COC(=O)OC. The value obtained for the HOMO energy is -10.74 eV. Its total charge is 0. For the HOMO-LUMO gap, the calculation gives 0.413 Ha. The LUMO energy comes out at 0.0186 Eh.

---

Looking at the structures above, which would you pick as the most stable? I would pick a.